# C8H11BF3IN2O2S

A single C8H11BF3IN2O2S molecule (ωB97M-V with the def2-TZVPD basis set, OMol25).

Cartesian coordinates (Å):
N: -2.6570 3.1617 0.8657
B: -1.3075 2.7876 0.4125
O: -0.4713 3.7886 0.0029
C: -0.7832 1.2824 0.3434
C: 0.7453 1.2054 0.3140
O: 1.5309 1.7555 1.0432
N: 1.0406 0.3634 -0.7446
C: -0.0414 -0.5393 -1.0262
I: 0.0297 -1.1448 -3.1205
C: -0.1641 -1.7365 -0.0974
C: 0.9156 -2.8136 -0.3456
C: 1.6704 -3.1696 0.8941
F: 1.5685 -4.4091 1.4360
C: 2.4760 -2.2401 1.5110
F: 2.2362 -1.6575 2.6737
F: 3.5999 -1.8307 0.9274
C: -1.2592 0.4844 -0.8848
S: -1.2958 1.4570 -2.4129
H: -3.3579 2.5582 0.4520
H: -2.7370 3.1167 1.8729
H: -0.9306 4.3418 -0.6330
H: -1.0108 0.7011 1.2396
H: 1.9808 -0.0050 -0.7937
H: -1.1335 -2.1782 -0.3215
H: -0.2020 -1.4172 0.9408
H: 0.4140 -3.7137 -0.6879
H: 1.6470 -2.4880 -1.0820
H: -2.2028 0.0221 -0.6317
H: -0.3005 2.3175 -2.1475

Cartesian forces (eV/Å) of the 6 atoms listed first:
0.21 -0.26 -0.66
-0.40 0.26 0.27
0.46 -0.75 -0.57
0.74 0.43 0.56
-0.50 0.23 -0.48
-0.13 -0.25 -0.18

Properties
Orbital gap: 7.953 eV
Energy relative to the best compared isomer or geometry (same formula, charge and spin): 0.0 kJ/mol
E_HOMO: -8.29 eV
Electronic energy: -43312.8383 eV